# C19H12Cl6NO7

2 unconnected molecules or ions with the total composition C19H12Cl6NO7 (ωB97M-V with the def2-TZVPD basis set, the OMol25 dataset).

Last column: Mulliken charge in e.
Element x y z (Å)
Cl 0.10 0.54 0.20  -0.135
C 0.64 1.13 2.18  0.738
Cl 2.17 0.37 2.59  -0.044
C 0.91 2.60 1.89  -0.064
O 1.84 2.90 1.14  -0.502
C 0.01 3.59 2.54  0.013
Cl 0.18 5.21 2.05  -0.153
C -0.89 3.21 3.53  0.228
Cl -1.81 4.41 4.36  -0.164
C -1.11 1.82 3.82  0.150
Cl -2.33 1.39 4.95  -0.171
C -0.39 0.83 3.15  0.042
Cl -0.57 -0.81 3.61  -0.143
C -2.82 -0.54 0.08  -0.334
C -3.17 -1.51 -1.03  1.716
C -4.70 -1.69 -1.03  -1.765
O -2.78 -1.02 -2.33  -0.448
C -1.42 -0.99 -2.61  0.501
O -1.05 -0.35 -3.59  -0.735
C -0.53 -1.79 -1.78  0.688
C 0.84 -2.04 -2.30  -1.332
C 1.92 -1.12 -1.77  0.136
C 2.66 -1.49 -0.64  -0.115
C 3.43 -0.56 0.03  -0.781
C 3.61 0.71 -0.55  0.055
N 4.55 1.62 0.03  1.137
O 4.71 2.74 -0.51  -0.640
O 5.23 1.24 1.02  -0.656
C 2.97 1.06 -1.75  -0.549
C 2.19 0.11 -2.39  -0.272
C -1.18 -2.88 -1.07  -0.173
O -0.60 -3.89 -0.71  -0.748
O -2.55 -2.79 -0.82  -0.420
H -1.72 -0.40 0.11  -0.697
H -3.28 0.44 -0.14  0.349
H -3.16 -0.93 1.05  0.354
H -5.00 -2.39 -1.82  0.406
H -5.02 -2.08 -0.06  0.373
H -5.17 -0.72 -1.21  0.369
H 1.09 -3.06 -2.01  0.490
H 0.80 -1.89 -3.39  0.398
H 2.59 -2.52 -0.26  0.366
H 3.91 -0.80 0.97  0.698
H 3.13 2.05 -2.16  0.471
H 1.77 0.30 -3.38  0.365

Computed properties:
* Kohn-Sham gap: 0.1538 hartree
* net charge: -1
* ΔE to the lowest compared entry with this formula, charge and spin: 21.9 kcal/mol

# C19H12HgNO6S3

A molecular structure, C19H12HgNO6S3 (ωB97M-V with the def2-TZVPD basis set, the OMol25 dataset).

Last column: Löwdin spin population.
Element x y z (Å)
Hg 0.34 -0.23 -0.50  0.013
O 2.64 0.01 -2.17  0.000
S 3.47 0.45 -1.05  0.000
O 4.86 0.04 -1.14  0.000
O 2.84 0.17 0.25  0.000
C 3.52 2.26 -1.11  0.000
C 4.81 2.80 -1.07  0.000
C 5.03 4.16 -1.06  0.000
C 3.95 5.03 -1.09  0.000
C 2.66 4.52 -1.13  0.000
C 2.42 3.15 -1.13  0.000
S 0.66 2.70 -1.06  0.000
O -0.04 3.96 -1.19  0.000
O 0.39 1.74 -2.11  0.001
O 0.51 2.07 0.26  0.000
H 5.64 2.10 -1.06  0.000
H 6.04 4.55 -1.03  0.000
H 4.11 6.10 -1.09  0.000
H 1.80 5.17 -1.15  0.000
S -4.34 -1.74 0.20  0.083
C -4.64 -0.02 0.10  0.026
C -5.84 0.65 0.19  0.004
C -5.84 2.04 0.08  0.057
C -4.64 2.73 -0.11  -0.001
C -3.43 2.06 -0.20  0.047
C -3.40 0.66 -0.09  0.007
N -2.30 -0.12 -0.16  0.132
C -2.58 -1.43 -0.02  0.209
C -1.64 -2.49 -0.05  0.072
C -2.04 -3.85 0.12  0.091
C -1.11 -4.87 0.11  0.006
C 0.25 -4.60 -0.07  0.130
C 0.65 -3.27 -0.25  0.011
C -0.24 -2.23 -0.24  0.092
H -6.77 0.11 0.34  -0.002
H -6.78 2.59 0.15  0.006
H -4.65 3.81 -0.20  -0.002
H -2.50 2.59 -0.36  0.002
H -3.09 -4.07 0.26  0.010
H -1.45 -5.90 0.24  -0.003
H 0.97 -5.41 -0.08  0.011
H 1.71 -3.07 -0.39  -0.003

Computed properties:
* Kohn-Sham gap (alpha / beta): 0.1429 / 0.2483 hartree
* net charge: -2
* multiplicity: 2
* ΔE to the lowest compared entry with this formula, charge and spin: 6.5 kcal/mol

# C19H12N2O7S2Sr

A molecular structure, C19H12N2O7S2Sr (ωB97M-V with the def2-TZVPD basis set, the OMol25 dataset).

Last column: Mulliken charge in e.
Element x y z (Å)
Sr 0.19 -1.00 0.62  1.525
O -2.64 2.71 -1.42  -0.492
C -2.03 2.27 -0.28  0.696
O -2.62 2.14 0.75  -0.578
C -0.53 2.17 -0.48  -0.598
O 0.11 1.49 0.55  -0.174
C 0.28 2.17 1.82  -0.427
C 0.87 1.26 2.89  0.352
O 1.05 1.81 3.98  -0.746
O 1.10 0.06 2.54  -0.845
H -3.58 2.74 -1.17  0.351
H -0.33 1.64 -1.41  0.325
H -0.14 3.20 -0.59  0.456
H 0.96 3.02 1.66  0.301
H -0.69 2.53 2.16  0.343
S 2.29 -0.56 -1.48  -0.589
C 3.16 -2.09 -1.63  0.352
C 4.46 -2.05 -2.17  -0.855
C 5.24 -3.18 -2.35  0.591
C 6.56 -3.01 -2.94  0.007
N 7.61 -2.87 -3.42  -0.616
C 4.74 -4.42 -1.97  0.568
C 3.47 -4.49 -1.43  -0.814
C 2.64 -3.37 -1.23  0.079
S 1.04 -3.62 -0.56  -0.528
C 5.50 -5.65 -2.14  0.013
N 6.10 -6.63 -2.27  -0.617
H 4.85 -1.08 -2.46  0.438
H 3.07 -5.45 -1.13  0.431
O -1.90 -0.69 -0.76  -0.901
C -2.47 -1.53 -0.02  1.079
O -2.06 -1.87 1.12  -1.026
C -3.74 -2.17 -0.52  0.001
C -4.23 -1.85 -1.78  -0.296
C -5.40 -2.42 -2.26  -0.530
C -6.09 -3.34 -1.47  -0.334
C -5.60 -3.67 -0.22  -0.494
C -4.43 -3.09 0.25  -0.264
H -3.67 -1.14 -2.38  0.365
H -5.77 -2.16 -3.24  0.364
H -7.01 -3.80 -1.84  0.353
H -6.13 -4.39 0.41  0.361
H -4.03 -3.35 1.23  0.370

Computed properties:
* Kohn-Sham gap: 0.2067 hartree
* net charge: -2

# C19H13AlN5O2S3

A molecular structure, C19H13AlN5O2S3 (ωB97M-V with the def2-TZVPD basis set, the OMol25 dataset).

Last column: Mulliken charge in e.
Element x y z (Å)
Al -0.45 0.19 -0.26  0.555
N -1.32 4.23 1.12  0.153
C -1.14 3.46 0.04  -0.119
N -0.74 2.28 0.45  -0.037
C -0.69 2.38 1.80  0.169
N -1.04 3.55 2.26  -0.860
C -0.24 1.17 2.50  0.544
C 0.04 1.15 3.82  -0.716
N 0.40 -0.05 4.45  -0.673
C 0.62 -1.05 3.69  -0.231
C 0.60 -1.01 2.19  -0.148
N -0.14 0.10 1.66  0.218
H -1.64 5.18 1.16  0.175
H -1.30 3.76 -0.98  0.439
H -0.07 2.03 4.44  0.427
H 0.88 -2.00 4.15  0.375
H 0.25 -1.96 1.79  0.429
S -2.64 0.16 -0.87  -0.454
C -2.48 1.37 -2.15  0.534
C -3.65 1.96 -2.65  -0.680
C -3.64 2.91 -3.65  -0.521
C -2.42 3.32 -4.19  -0.524
C -1.25 2.75 -3.71  -0.485
C -1.24 1.78 -2.70  0.062
S 0.33 1.13 -2.20  -0.492
H -4.60 1.64 -2.22  0.385
H -4.57 3.34 -4.01  0.344
H -2.38 4.06 -4.98  0.365
H -0.29 3.06 -4.13  0.363
O -0.11 -3.35 -1.49  -0.722
C 0.53 -2.65 -0.73  0.540
O 0.26 -1.43 -0.44  -0.331
C 1.78 -3.24 -0.06  0.134
C 2.11 -4.52 -0.49  -0.776
C 3.23 -5.19 -0.04  -0.532
C 4.06 -4.56 0.89  -0.469
C 3.73 -3.30 1.35  -0.618
C 2.60 -2.61 0.89  0.907
S 2.40 -0.99 1.59  -0.342
H 1.45 -4.98 -1.22  0.474
H 3.46 -6.18 -0.40  0.374
H 4.95 -5.06 1.26  0.362
H 4.35 -2.82 2.09  0.403

Computed properties:
* Kohn-Sham gap: 0.2633 hartree
* net charge: -1
* ΔE to the lowest compared entry with this formula, charge and spin: 21.3 kcal/mol

# C19H13BaF5NOSTe

A molecular structure, C19H13BaF5NOSTe (ωB97M-V with the def2-TZVPD basis set, the OMol25 dataset).

Last column: Mulliken charge in e.
Element x y z (Å)
Ba 0.55 -0.06 0.68  1.913
S -3.04 1.02 -3.22  -0.411
C -3.21 2.29 -2.05  0.942
C -4.10 3.35 -2.01  -0.636
C -4.02 4.23 -0.95  -0.374
C -3.07 4.05 0.06  -0.728
C -2.18 2.99 0.03  -0.209
C -2.25 2.10 -1.04  -0.807
N -1.43 0.99 -1.21  -0.258
C -1.72 0.34 -2.29  0.017
C -1.02 -0.89 -2.73  1.550
C -1.42 -1.50 -3.92  -0.713
C -0.78 -2.65 -4.34  -0.658
C 0.26 -3.17 -3.57  -0.606
C 0.63 -2.53 -2.39  -0.167
C 0.02 -1.36 -1.91  -0.768
H -4.83 3.50 -2.79  0.382
H -4.70 5.07 -0.89  0.357
H -3.03 4.75 0.89  0.409
H -1.45 2.85 0.81  0.567
H -2.23 -1.10 -4.53  0.266
H -1.08 -3.14 -5.26  0.360
H 0.77 -4.07 -3.89  0.353
H 1.45 -2.98 -1.83  0.259
C 5.22 -2.61 2.61  -0.217
C 4.74 -2.97 1.36  -0.654
C 3.68 -2.26 0.79  -0.048
C 3.05 -1.17 1.40  -0.651
C 3.59 -0.84 2.65  -0.070
C 4.63 -1.53 3.26  -0.684
H 6.03 -3.16 3.07  0.337
H 5.18 -3.81 0.84  0.322
H 3.35 -2.60 -0.20  0.209
H 3.17 0.00 3.21  0.248
H 4.99 -1.23 4.24  0.317
F 0.32 -0.27 3.87  -0.422
Te -0.77 1.23 3.58  2.165
F 0.05 2.25 4.89  -0.430
F -1.89 0.59 4.90  -0.392
F -2.10 2.51 3.27  -0.440
F -1.65 0.01 2.39  -0.537
O 0.28 1.79 2.21  -1.094

Computed properties:
* Kohn-Sham gap: 0.2221 hartree
* net charge: -1
* ΔE to the lowest compared entry with this formula, charge and spin: 22.6 kcal/mol

Q: Which largest force on an atom values were calculated for the entries above? A: 3.0 0.5 1.2 0.3 2.1, in eV Å⁻¹.
Q: Which electronic energy values were calculated for the entries above? A: -110852.7670 -70354.8805 -59724.1740 -70569.8269 -55863.9467, in eV.